[1]
CH3F2NO in the gas phase at a distorted geometry. Source: the Open Molecules 2025 dataset; level of theory: ωB97M-V with the def2-TZVPD basis set.

The orbital gap comes out at 11.0 eV. The calculation puts the energy above the lowest of the compared OMol25 structures with the same formula, charge and spin at 155.2 kJ/mol. As for the energy: -10057.627 eV. As for the SMILES: NC(O)(F)F. As for the HOMO energy: -0.374 Ha. As for the max |F|: 6.759 eV Å⁻¹.

Geometry as ORCA input:
```
! wB97M-V def2-TZVPD RIJCOSX def2/J DEFGRID3
* xyz 0 1
N 0.339 -0.369 0.329
C -1.284 0.001 0.034
O -1.458 1.156 0.558
F -1.531 -0.039 -1.255
F -1.992 -0.934 0.534
H 0.787 -0.528 -0.621
H 0.340 -1.269 0.845
H -1.081 1.805 -0.007
*
```

=====

[2]
A molecular structure, C16H13Cl2HfN3O2S2 at a distorted geometry. Source: the Open Molecules 2025 dataset; level of theory: ωB97M-V with the def2-TZVPD basis set.

The orbital gap comes out at 6.8 eV. The calculation puts the energy above the lowest of the compared OMol25 structures with the same formula, charge and spin at 16.1 kJ/mol. As for the energy: -73380.683 eV. As for the HOMO energy: -0.526 Ha. As for the max |F|: 1.370 eV Å⁻¹.

Geometry as ORCA input:
```
! wB97M-V def2-TZVPD RIJCOSX def2/J DEFGRID3
* xyz 2 1
Hf -0.189 0.338 0.440
C 2.785 1.467 0.602
C 2.783 0.288 -0.327
C 3.928 -0.067 -1.031
C 3.898 -1.158 -1.859
C 2.718 -1.913 -2.013
C 2.646 -3.047 -2.852
C 1.470 -3.727 -2.972
C 0.328 -3.295 -2.269
C 0.373 -2.199 -1.445
S -1.092 -1.662 -0.593
C 1.580 -1.498 -1.301
N 1.635 -0.398 -0.456
H 3.700 1.501 1.190
H 1.964 1.429 1.324
H 2.700 2.400 0.043
H 4.830 0.515 -0.901
H 4.788 -1.453 -2.404
H 3.531 -3.360 -3.393
H 1.404 -4.599 -3.609
H -0.606 -3.831 -2.381
S -0.478 1.886 2.654
C -1.871 0.928 2.742
N -2.988 1.291 3.407
C -4.086 0.503 3.467
C -4.085 -0.698 2.820
C -2.935 -1.031 2.108
N -1.861 -0.243 2.085
H -2.983 2.192 3.875
H -4.925 0.880 4.036
H -4.942 -1.352 2.844
H -2.866 -1.954 1.545
Cl -2.341 3.542 -2.544
C -1.771 3.720 -0.889
Cl -3.043 4.179 0.237
C -1.183 2.378 -0.537
O 0.073 2.164 -0.642
O -1.892 1.405 -0.126
H -0.998 4.478 -0.874
*
```

=====

[3]
A molecular structure, C10H27Br2NbO3PSi at a distorted geometry. Source: the Open Molecules 2025 dataset; level of theory: ωB97M-V with the def2-TZVPD basis set.

The orbital gap comes out at 6.7 eV. As for the energy: -175752.885 eV. As for the HOMO energy: -0.162 Ha. As for the max |F|: 3.746 eV Å⁻¹.

Geometry as ORCA input:
```
! wB97M-V def2-TZVPD RIJCOSX def2/J DEFGRID3
* xyz -1 1
C -3.011 3.609 -1.102
C -1.592 3.631 -0.587
O -0.761 2.824 -1.394
Nb -0.574 0.845 -0.950
C 0.537 1.403 0.955
C 1.536 0.402 1.508
O 1.103 -0.110 2.781
Si 1.401 -1.672 3.120
C 3.169 -2.162 2.750
C 0.278 -2.842 2.189
C 1.126 -1.907 4.951
C -2.023 0.167 -2.596
C -1.761 -0.937 -3.602
C -0.988 -0.496 -4.835
Br -0.849 -2.517 -2.860
P 1.667 0.417 -2.209
O 2.454 -0.974 -1.824
Br 3.121 1.971 -1.433
H -3.028 3.973 -2.126
H -3.659 4.242 -0.501
H -3.403 2.598 -1.093
H -1.559 3.286 0.443
H -1.259 4.672 -0.579
H -0.545 -0.808 -0.215
H -2.023 0.967 0.149
H -0.193 1.547 1.748
H 1.022 2.367 0.813
H 2.516 0.859 1.633
H 1.677 -0.429 0.816
H 3.289 -3.204 3.036
H 3.899 -1.557 3.275
H 3.380 -2.097 1.686
H 0.038 -3.710 2.794
H -0.641 -2.340 1.904
H 0.743 -3.177 1.266
H 0.152 -1.535 5.249
H 1.896 -1.401 5.524
H 1.175 -2.969 5.176
H -2.152 1.075 -3.184
H -2.980 -0.025 -2.115
H -2.701 -1.363 -3.933
H -1.257 -1.122 -5.682
H -1.252 0.526 -5.078
H 0.082 -0.582 -4.704
H 1.947 -1.448 -1.163
*
```

=====

[4]
C12H11NO in the gas phase at a distorted geometry. Source: the Open Molecules 2025 dataset; level of theory: ωB97M-V with the def2-TZVPD basis set.

The orbital gap (spin up / spin down) comes out at 7.2 / 7.2 eV. The calculation puts the energy above the lowest of the compared OMol25 structures with the same formula, charge and spin at 744.4 kJ/mol. As for the energy: -16152.269 eV. As for the HOMO energy (spin up / spin down): -0.272 / -0.272 Ha. As for the max |F|: 5.618 eV Å⁻¹.

Geometry as ORCA input:
```
! wB97M-V def2-TZVPD RIJCOSX def2/J DEFGRID3
* xyz 0 1
C -0.790 1.558 1.099
C -2.001 2.033 0.687
C -0.411 0.269 0.610
C 0.803 -0.280 0.455
C -2.929 1.236 -0.041
C -0.178 -2.351 -0.382
C -1.451 -0.524 0.032
C -4.162 1.771 -0.486
C 0.714 -3.299 -0.645
C 3.464 0.025 -1.245
C 3.253 -0.425 -0.035
C 2.124 0.193 0.837
N -2.618 -0.086 -0.305
O -1.326 -1.806 -0.375
H -0.083 2.129 1.630
H -2.293 2.970 1.102
H -4.688 1.150 -1.123
H -4.604 2.701 -0.217
H 0.438 -4.223 -0.976
H 1.722 -3.044 -0.382
H 4.069 -0.510 -1.926
H 2.925 0.855 -1.595
H 3.683 -1.381 0.386
H 2.135 1.319 0.947
H 2.204 -0.280 1.950
*
```

=====

[5]
A molecular structure, C13H12CuNO5S at a distorted geometry. Source: the Open Molecules 2025 dataset; level of theory: ωB97M-V with the def2-TZVPD basis set.

The orbital gap (spin up / spin down) comes out at 4.9 / 5.0 eV. The calculation puts the energy above the lowest of the compared OMol25 structures with the same formula, charge and spin at 158.0 kJ/mol. As for the energy: -80874.716 eV. As for the HOMO energy (spin up / spin down): -0.082 / -0.084 Ha. As for the max |F|: 5.598 eV Å⁻¹.

Geometry as ORCA input:
```
! wB97M-V def2-TZVPD RIJCOSX def2/J DEFGRID3
* xyz -1 2
Cu 0.164 -0.523 0.335
O 1.699 -0.507 4.012
C 1.232 -0.908 2.800
O 1.827 -0.566 1.718
C -0.042 -1.731 2.963
O -0.873 -2.054 1.771
C -2.111 -1.321 1.689
C -1.902 0.290 1.880
O -2.968 0.941 1.760
O -0.755 0.834 1.830
H 2.529 -0.034 3.771
H 0.266 -2.670 3.457
H -0.609 -1.134 3.711
H -2.421 -1.388 0.622
H -2.908 -1.738 2.322
S 2.679 0.281 -3.022
C 3.522 -0.828 -2.058
C 2.887 -1.192 -0.979
C 1.432 -0.754 -1.045
C 1.355 0.357 -1.939
C 0.113 1.008 -1.970
C -0.285 1.970 -3.016
C -1.480 2.603 -2.998
C -2.401 2.362 -1.860
C -1.986 1.421 -0.933
N -0.715 0.734 -1.015
H 4.493 -1.121 -2.392
H 3.294 -1.737 -0.142
H 0.395 2.186 -3.851
H -1.738 3.242 -3.845
H -3.330 2.921 -1.794
H -2.582 1.150 -0.036
H 1.218 -2.090 -1.745
*
```

=====

[6]
A molecular structure, C27H33BrIrN3O2Se2. Source: the Open Molecules 2025 dataset; level of theory: ωB97M-V with the def2-TZVPD basis set.

The orbital gap (spin up / spin down) comes out at 5.0 / 5.0 eV. The calculation puts the energy above the lowest of the compared OMol25 structures with the same formula, charge and spin at 168.2 kJ/mol. As for the energy: -240656.480 eV. As for the HOMO energy (spin up / spin down): -0.475 / -0.475 Ha. As for the max |F|: 0.730 eV Å⁻¹.

Geometry as ORCA input:
```
! wB97M-V def2-TZVPD RIJCOSX def2/J DEFGRID3
* xyz 2 1
Ir 1.244 -0.185 0.575
C 3.918 2.066 0.413
Se 3.403 0.570 1.541
C 2.987 1.609 3.143
C 1.759 2.459 2.970
Se 0.309 1.368 2.284
C 0.078 0.152 3.788
H 4.781 2.531 0.886
H 3.101 2.772 0.300
H 4.201 1.648 -0.549
H 3.879 2.198 3.364
H 2.878 0.870 3.934
H 1.889 3.256 2.240
H 1.419 2.903 3.905
H -0.454 0.699 4.564
H 1.032 -0.214 4.151
H -0.519 -0.686 3.434
C 1.208 -3.279 -1.441
O 0.571 -2.397 -0.493
C -0.687 -2.778 -0.096
C -1.231 -4.038 -0.261
C -2.562 -4.236 0.099
Br -3.307 -5.945 -0.116
C -3.346 -3.208 0.587
C -2.800 -1.938 0.772
C -1.466 -1.771 0.444
O -0.827 -0.505 0.546
C -3.693 -0.842 1.176
N -4.944 -0.808 0.839
C -5.446 0.361 1.388
C -6.741 0.880 1.340
C -6.975 2.064 2.004
C -5.954 2.729 2.705
C -4.667 2.234 2.757
C -4.439 1.042 2.077
N -3.298 0.268 1.902
H 0.510 -3.507 -2.245
H 1.534 -4.190 -0.942
H 2.062 -2.747 -1.838
H -0.658 -4.857 -0.667
H -4.391 -3.359 0.819
H -1.380 0.199 0.164
H -7.523 0.360 0.805
H -7.967 2.495 1.994
H -6.186 3.652 3.218
H -3.887 2.753 3.299
H -2.465 0.344 2.456
C 2.325 2.603 -3.872
N 1.303 1.628 -3.567
C 0.698 0.927 -4.679
C 1.358 0.986 -2.298
C 2.483 -0.016 -2.034
C 3.285 -0.493 -3.065
C 4.291 -1.423 -2.832
C 4.508 -1.928 -1.558
C 3.728 -1.474 -0.505
C 2.712 -0.544 -0.751
H 1.992 3.228 -4.699
H 3.299 2.177 -4.150
H 2.477 3.257 -3.010
H 0.389 1.651 -5.433
H -0.197 0.404 -4.339
H 1.348 0.194 -5.175
H 0.408 0.456 -2.150
H 1.406 1.755 -1.511
H 3.128 -0.112 -4.064
H 4.915 -1.750 -3.653
H 5.283 -2.661 -1.380
H 3.910 -1.854 0.492
*
```